40
Properties=species:S:1:pos:R:3:forces:R:3 method="wB97M-V/def2-TZVPD" homo_energy_ha=-0.319 homo_lumo_gap_ev=8.69 relative_energy_kcal_mol=14.7 smiles="O=C(CCS(=O)(=O)c1ccc(Cl)cc1)Nc1nc(-c2cccnc2)cs1" spin_multiplicity=1
O 2.8260 0.2385 -2.5611 0.2 0.0 -0.1
C 2.2274 -0.4962 -1.8089 -0.1 -0.2 0.0
C 2.9284 -1.5135 -0.9338 0.1 0.0 -0.1
C 4.2945 -0.9950 -0.5275 -0.3 0.6 0.6
S 4.0736 -0.0455 1.0220 0.3 0.0 -0.1
O 5.2265 0.7819 1.2362 0.0 0.2 -0.3
O 3.7119 -0.9890 2.0475 -0.3 -0.2 -0.1
C 2.6341 0.9927 0.7173 0.5 -0.4 0.1
C 2.7248 2.0615 -0.1545 0.0 0.1 0.0
C 1.5976 2.8195 -0.4182 0.0 0.0 0.0
C 0.3988 2.5000 0.2084 0.3 -0.2 0.1
Cl -1.0126 3.4223 -0.1367 -0.2 0.1 -0.1
C 0.3184 1.4489 1.1127 0.0 0.2 0.0
C 1.4482 0.6900 1.3610 0.0 -0.1 0.1
N 0.8579 -0.4173 -1.7711 -0.1 0.5 -0.6
C -0.1094 -0.9668 -0.9721 0.0 -1.0 0.7
N -1.2693 -0.4207 -0.8873 0.1 0.6 -0.5
C -2.1181 -1.1091 -0.0717 0.5 -0.9 0.4
C -3.4591 -0.5909 0.1526 -0.6 0.2 0.1
C -4.4457 -1.3074 0.8298 0.1 0.2 -0.1
C -5.6915 -0.7318 1.0027 0.1 0.0 0.0
C -5.9115 0.5391 0.4903 -0.2 -0.2 0.1
N -4.9853 1.2277 -0.1555 -0.3 0.5 -0.1
C -3.7984 0.6818 -0.3191 0.4 -0.4 0.0
C -1.5707 -2.2366 0.4740 -0.1 0.3 -0.2
S 0.0544 -2.4535 -0.0467 -0.3 0.6 -0.3
H 2.3645 -1.7372 -0.0285 0.0 -0.1 -0.1
H 3.0176 -2.4368 -1.5136 0.0 0.0 0.0
H 4.9912 -1.7911 -0.2828 0.1 0.0 0.2
H 4.7190 -0.3329 -1.2770 0.0 0.0 0.0
H 3.6694 2.2898 -0.6209 0.1 0.1 -0.1
H 1.6425 3.6501 -1.1042 0.0 0.1 -0.1
H -0.6166 1.2307 1.6043 -0.1 0.0 0.0
H 1.4338 -0.1330 2.0591 -0.1 -0.1 0.1
H 0.4893 0.3286 -2.3562 0.1 -0.1 0.1
H -4.2459 -2.2993 1.2072 0.0 -0.1 0.0
H -6.4771 -1.2596 1.5208 -0.1 0.0 0.0
H -6.8698 1.0293 0.5981 -0.1 0.0 0.1
H -3.0648 1.2721 -0.8493 0.1 0.0 0.0
H -2.0040 -2.9413 1.1528 -0.1 -0.1 0.2



54
Properties=species:S:1:pos:R:3:forces:R:3 method="wB97M-V/def2-TZVPD" charge=+2 homo_energy_ha="-0.612 / -0.612" homo_lumo_gap_ev="9.51 / 5.48" spin_multiplicity=2
C -2.0009 1.2416 -0.1022 -0.9 0.0 -0.1
C -0.6973 1.9734 -0.3342 -0.2 0.2 0.5
C -0.1495 1.7763 -1.7775 -0.1 -0.5 -1.0
C 0.5097 0.4729 -1.9233 1.4 1.4 0.8
C -0.1057 -0.7135 -2.3021 -0.9 -1.1 -0.7
N 1.9102 0.4361 -1.6071 -0.8 -0.6 -1.1
H -2.3598 1.3082 0.9273 0.4 -0.1 0.1
H -2.8302 1.6866 -0.6632 0.3 0.0 -0.2
H -1.9826 0.1892 -0.3922 0.1 -0.1 0.1
H -0.8409 3.0483 -0.2087 0.0 -0.1 -0.1
H 0.0601 1.7191 0.4099 -0.2 -0.2 -0.3
H 0.5548 2.5664 -2.0485 0.1 0.0 0.3
H -0.9766 1.7978 -2.4958 -0.1 0.1 0.2
H 0.3733 -1.6875 -2.3835 0.4 0.2 0.3
H -1.1417 -0.7236 -2.6282 0.0 0.4 0.1
H 2.2551 -0.5989 -1.3960 0.4 -0.4 0.6
H 2.4590 0.7610 -2.4467 0.1 0.0 -0.4
H 2.1693 1.0732 -0.8154 -0.2 0.3 0.4
H -1.9390 0.3199 -5.0919 -0.1 0.1 0.2
H -2.9851 1.0781 -4.2797 0.0 0.0 0.0
O -2.1272 0.6428 -4.1965 0.1 -0.1 -0.3
H -2.0682 -2.7827 0.9786 0.1 0.0 -0.5
H -2.7177 -2.9556 -0.4124 0.4 0.1 0.1
O -1.8894 -2.6676 0.0079 -0.5 -0.1 0.4
H -2.3303 0.1679 3.8671 -0.6 -0.1 0.2
H -3.8565 -0.1371 4.1704 -0.2 0.2 0.1
O -2.9879 -0.5279 4.0882 0.6 -0.3 -0.3
H 2.7197 0.1594 1.3981 0.0 -0.6 0.3
H 1.7430 -0.9509 1.8494 0.3 0.0 0.0
O 2.6794 -0.7956 1.6177 -0.2 0.5 0.0
H -0.3857 -0.9825 0.9017 -0.1 0.0 0.1
H -0.6223 -1.7482 2.1978 0.2 0.2 0.2
O -0.0913 -0.9983 1.8220 -0.3 -0.4 -0.2
H 2.0941 -2.5473 -0.7786 0.3 0.0 0.0
H 2.9081 -1.6207 0.1666 0.1 0.2 0.1
O 2.7727 -1.8308 -0.7914 -0.6 -0.3 -0.4
H 2.7905 1.2189 -4.8146 0.5 0.0 0.7
H 4.1748 1.0017 -4.1375 -0.2 0.0 0.0
O 3.2434 1.1862 -3.9451 -0.4 -0.1 -0.5
H -0.3148 0.9614 4.2428 0.0 0.0 -0.1
H -0.5089 0.3528 2.8126 0.1 0.0 0.2
O -0.8095 1.0671 3.4178 0.0 0.1 0.0
H 0.6179 -4.5378 -0.9407 0.2 0.0 0.0
H -0.2813 -3.3884 -0.4414 0.5 -0.1 0.0
O 0.6586 -3.6217 -0.6386 -0.7 0.1 -0.2
H 0.4484 3.9426 2.4432 0.1 0.3 0.0
H 0.0181 2.4725 2.6550 0.3 0.1 0.1
O 0.7169 3.0413 2.2602 -0.2 -0.3 -0.1
H -2.5441 -2.0504 3.2840 0.2 -0.2 -0.2
H -1.8626 -3.4713 3.3453 -0.1 0.0 -0.1
O -2.0255 -2.7222 2.7574 -0.1 0.4 0.3
H 1.8061 2.3269 1.1363 0.2 0.1 0.1
H 3.3010 2.2667 0.6484 -0.3 -0.1 0.1
O 2.4482 1.8043 0.5870 0.4 0.6 0.1



62
Properties=species:S:1:pos:R:3:forces:R:3 method="wB97M-V/def2-TZVPD" charge=-1 homo_energy_ha="-0.150 / -0.198" homo_lumo_gap_ev="6.44 / 6.96" relative_energy_kcal_mol=2.2 spin_multiplicity=2
Hg -0.3474 0.4666 0.4546 -0.6 -0.2 0.3
O 0.4963 -2.6531 -0.5316 0.2 0.1 0.0
C -0.6941 -3.2601 -0.9696 -0.2 0.1 0.0
C -1.7476 -2.2650 -1.4422 0.0 -0.2 0.1
N -2.3021 -1.3823 -0.4233 0.6 0.4 0.1
C -3.3191 -0.5344 -1.0158 -0.4 0.3 0.2
C -3.8138 0.6299 -0.0922 -0.1 -0.5 -0.6
O -5.0365 0.7113 0.0677 0.1 0.1 0.1
O -2.9163 1.4002 0.3392 0.7 0.2 0.4
C -2.7861 -2.0238 0.7877 0.3 -0.3 0.3
C -1.7242 -2.5428 1.8072 -0.7 -0.2 -0.4
O -2.0900 -3.4808 2.5163 0.2 0.1 0.1
O -0.6041 -1.9504 1.8241 0.6 0.5 0.1
H 0.3264 -2.3628 0.3899 -0.1 0.0 -0.1
H -1.1229 -3.9075 -0.1961 0.1 -0.1 0.0
H -0.4292 -3.8876 -1.8275 -0.1 0.0 0.0
H -2.5580 -2.8405 -1.9277 0.0 0.0 0.0
H -1.2830 -1.6286 -2.2013 -0.1 0.0 0.0
H -4.2138 -1.1136 -1.2877 0.1 -0.1 -0.1
H -2.9138 -0.0699 -1.9216 0.0 -0.1 0.0
H -3.4409 -2.8807 0.5770 -0.1 0.1 -0.1
H -3.3602 -1.2759 1.3384 -0.1 -0.1 0.0
C 1.6162 0.0317 3.9671 -0.2 0.1 -0.1
C 0.3677 0.9261 4.1221 0.2 -0.1 -0.1
N 0.1686 1.8153 2.9965 -0.6 0.0 -0.1
C 1.0336 2.9533 2.8137 0.3 -0.2 -0.1
C 2.4033 2.5902 2.1949 -0.3 0.0 -0.1
N 2.2751 1.7696 1.0032 0.0 0.1 -0.1
C 3.1894 0.6506 0.8427 0.0 -0.1 0.1
C 3.0685 -0.4005 1.9880 0.0 0.3 -0.1
N 1.7777 -0.4221 2.6134 0.0 -0.3 0.1
H 2.4992 0.5999 4.2664 0.1 -0.1 0.0
H 1.5133 -0.7951 4.6861 0.0 0.1 0.0
H -0.5005 0.2668 4.1629 -0.1 0.1 0.0
H 0.4398 1.4742 5.0780 0.0 -0.1 0.0
H -0.8022 2.0840 2.9270 0.0 0.0 0.0
H 0.5265 3.6365 2.1286 0.0 0.0 0.1
H 1.2277 3.4911 3.7592 0.0 0.0 -0.1
H 2.9246 3.5362 1.9897 0.1 -0.1 0.1
H 2.9911 2.0486 2.9331 0.1 0.0 0.0
H 2.2400 2.3227 0.1598 0.1 0.0 0.0
H 2.9252 0.1814 -0.1066 0.1 0.0 0.0
H 4.2445 0.9699 0.7893 0.0 0.0 -0.1
H 3.3140 -1.3763 1.5587 0.0 0.0 0.0
H 3.8367 -0.1918 2.7411 0.0 0.0 0.0
H 1.1439 -1.1650 2.3491 0.0 -0.1 0.1
C 0.9242 -1.6119 -4.4711 0.0 0.0 0.1
C 0.3112 -0.2249 -4.3849 -0.1 -0.1 0.5
S 0.5497 0.3690 -2.6508 -0.3 0.7 -0.9
O 2.0166 0.3989 -2.4502 0.6 -0.1 0.2
C 0.0884 2.1163 -2.9847 -0.2 -0.4 0.0
C -1.4207 2.3010 -3.0269 0.0 0.0 0.1
H 0.8435 -2.0229 -5.4774 0.0 0.0 0.0
H 0.4334 -2.2866 -3.7682 0.0 -0.1 0.0
H 1.9771 -1.5547 -4.1964 0.0 -0.1 0.0
H -0.7658 -0.2401 -4.5601 0.0 0.0 -0.1
H 0.7920 0.4783 -5.0651 0.0 0.1 0.1
H 0.5764 2.4097 -3.9149 0.1 0.0 0.0
H 0.5451 2.6687 -2.1628 0.0 0.0 0.0
H -1.8756 1.6466 -3.7720 -0.1 0.0 0.0
H -1.6782 3.3267 -3.2930 0.0 0.0 0.0
H -1.8604 2.0802 -2.0517 -0.1 0.0 0.0



85
Properties=species:S:1:pos:R:3:forces:R:3 method="wB97M-V/def2-TZVPD" charge=+2 homo_energy_ha="-0.507 / -0.506" homo_lumo_gap_ev="5.70 / 5.02" relative_energy_kcal_mol=28.8 spin_multiplicity=2
Ru -0.6508 0.0741 0.8577 3.0 -0.1 1.2
C 5.5002 -1.0227 1.2831 0.1 0.0 -0.3
C 4.8507 -1.2786 -0.0783 0.0 0.2 0.4
N 3.4742 -1.7725 0.0444 -1.9 0.6 0.2
C 3.2373 -3.2038 -0.2076 -0.1 0.1 0.6
C 3.1312 -4.0173 1.0884 0.1 0.0 -0.4
C 2.4600 -0.8888 0.3522 2.8 -1.2 -0.9
S 0.8812 -1.5753 0.4677 -1.7 0.4 0.3
N 2.8805 0.3412 0.4936 -1.3 2.4 0.6
C 2.1070 1.4366 0.7696 2.5 -2.2 -0.6
O 0.8494 1.4544 0.8905 -2.6 -0.4 0.4
C 2.8354 2.6975 0.9007 -0.3 0.3 0.1
C 2.1245 3.8718 1.1924 0.1 -0.2 0.0
C 2.7958 5.0716 1.3135 0.1 0.0 0.0
C 4.1780 5.1113 1.1467 -0.1 0.1 0.0
C 4.8896 3.9548 0.8627 0.0 -0.1 0.0
C 4.2244 2.7490 0.7385 0.0 0.0 0.0
H 6.5245 -0.6912 1.1141 0.0 0.0 0.1
H 5.5365 -1.9327 1.8818 0.0 0.0 0.0
H 4.9667 -0.2531 1.8372 0.0 0.0 0.0
H 5.4052 -2.0382 -0.6203 0.0 0.0 -0.1
H 4.8255 -0.3697 -0.6771 0.1 0.0 0.0
H 4.0737 -3.5624 -0.7984 0.0 0.0 -0.1
H 2.3336 -3.2995 -0.8021 -0.1 -0.1 -0.1
H 4.0234 -3.8959 1.7024 0.0 0.0 0.0
H 3.0403 -5.0694 0.8202 0.0 0.0 0.1
H 2.2577 -3.7287 1.6712 0.0 0.0 0.0
H 1.0521 3.8196 1.3251 0.0 0.1 0.0
H 2.2517 5.9787 1.5394 0.0 0.0 0.0
H 4.7024 6.0541 1.2412 0.0 0.0 0.0
H 5.9632 3.9982 0.7405 0.0 0.0 0.0
H 4.7699 1.8452 0.5174 0.0 0.0 0.0
Br -2.3406 1.8870 1.1887 -0.1 0.5 -0.1
C -3.2242 1.1104 2.6747 0.2 -0.1 -0.2
C -4.2853 1.7385 3.2399 -0.3 0.0 0.3
C -4.9578 1.0797 4.2941 0.0 0.2 -0.1
C -4.5448 -0.1557 4.6995 0.1 -0.1 0.0
C -3.4320 -0.7956 4.0952 -0.1 -0.1 0.1
C -3.0114 -2.0868 4.4959 -0.1 0.1 0.1
C -1.9542 -2.6961 3.8887 0.2 -0.1 -0.2
C -1.2453 -2.0425 2.8591 0.2 -0.1 0.3
C -1.6022 -0.7755 2.4409 -0.2 0.1 -1.0
C -2.7337 -0.1445 3.0496 0.0 0.1 0.1
H -4.6132 2.7114 2.8962 0.0 -0.1 0.0
H -5.8069 1.5586 4.7625 0.0 0.0 0.0
H -5.0725 -0.6743 5.4907 0.0 0.0 0.0
H -3.5492 -2.5872 5.2925 0.0 0.0 0.0
H -1.6484 -3.6893 4.1922 0.0 0.0 0.0
H -0.3993 -2.5523 2.4271 0.0 0.0 0.0
C -4.3474 -1.0637 -0.2446 -0.2 0.0 0.0
Ge -3.0137 -1.7047 -1.5009 0.1 -0.1 0.7
C -2.1141 -3.2659 -0.7691 -0.1 -0.2 -0.1
C -3.6542 -1.9278 -3.3108 0.0 0.0 -0.2
Ge -1.2736 0.0590 -1.5033 -0.8 -0.5 -1.8
C 0.2587 -0.4231 -2.5979 0.6 0.3 0.4
C 0.2688 -1.6223 -3.3058 0.0 0.0 0.0
C 1.3886 -1.9931 -4.0420 0.0 0.0 0.0
C 2.5140 -1.1788 -4.0626 -0.1 0.0 0.0
C 2.5208 0.0179 -3.3535 -0.1 0.0 0.0
C 1.3996 0.3923 -2.6233 -0.1 -0.1 -0.1
C -1.9999 1.7595 -2.0627 0.2 0.5 0.5
C -1.2275 2.9276 -1.9923 -0.1 0.0 -0.1
C -1.7645 4.1499 -2.3742 0.0 -0.1 0.0
C -3.0811 4.2180 -2.8137 0.0 0.0 0.0
C -3.8566 3.0671 -2.8759 0.0 0.0 0.0
C -3.3232 1.8438 -2.4928 0.0 0.0 0.0
H -5.1314 -1.8149 -0.1322 0.0 0.0 0.0
H -4.8096 -0.1361 -0.5825 0.0 0.0 0.1
H -3.8845 -0.9024 0.7305 -0.1 0.0 0.0
H -2.8270 -4.0840 -0.6536 0.0 0.0 0.0
H -1.7080 -3.0216 0.2135 0.0 -0.1 0.0
H -1.3067 -3.6072 -1.4177 0.0 0.0 0.1
H -4.4162 -2.7102 -3.2893 0.0 0.0 0.0
H -2.8565 -2.2370 -3.9843 0.0 0.0 0.0
H -4.1049 -1.0126 -3.6903 0.0 0.0 0.0
H -0.6002 -2.2700 -3.2992 0.0 0.0 0.0
H 1.3795 -2.9185 -4.6042 0.0 0.0 0.0
H 3.3795 -1.4688 -4.6448 0.0 0.0 0.0
H 3.3902 0.6637 -3.3845 0.0 0.0 0.0
H 1.4147 1.3335 -2.0847 0.0 0.0 0.0
H -0.2021 2.8920 -1.6399 0.0 0.0 0.0
H -1.1588 5.0464 -2.3319 0.0 0.0 0.0
H -3.5041 5.1698 -3.1071 0.0 0.0 0.0
H -4.8807 3.1218 -3.2223 0.0 0.0 0.0
H -3.9422 0.9567 -2.5461 0.0 0.0 0.0